# 1
90
Properties=species:S:1:pos:R:3:lowdin_charge:R:1 method="wB97M-V/def2-TZVPD" charge=+1
C -3.0174 5.7258 3.9129 -0.1345
C -2.4196 4.9977 2.6997 -0.2813
C -1.1548 4.1893 2.9942 -0.6296
Br -1.1719 3.3589 4.7687 0.7886
C -0.8017 3.0715 1.9959 -0.3513
C 0.7279 2.8369 1.8865 -0.1167
C 1.3452 2.7617 0.4698 -0.1100
C 0.4123 2.3151 -0.6670 -0.1332
N -0.9606 1.9836 -0.1386 -0.0804
C -1.9174 1.5520 -1.1505 -0.6787
Cl -1.7628 2.2252 -2.7132 0.8029
C -2.9015 0.6943 -0.8085 -0.6869
C -3.0820 0.1241 0.5737 -0.0778
Cl -4.0704 0.1951 -1.9557 0.7967
C -1.4385 3.2091 0.6224 -0.0516
H -3.6844 5.0709 4.4673 0.0660
H -3.6423 6.5325 3.5321 0.0785
H -2.2538 6.1279 4.5713 0.0687
H -3.2141 4.3864 2.2746 0.1050
H -2.1242 5.7761 1.9936 0.1199
H -0.3189 4.8843 3.0234 0.0965
H -1.2283 2.1580 2.4250 0.1051
H 1.2280 3.6385 2.4244 0.1249
H 0.9578 1.9117 2.3897 0.0544
H 1.8232 3.6913 0.1752 0.1208
H 2.1381 2.0176 0.5246 0.1109
H 0.7743 1.4487 -1.2122 0.1276
H 0.2767 3.1269 -1.3730 0.0975
H -0.8217 1.2345 0.5465 0.1319
H -3.6825 -0.7771 0.5509 0.0842
H -2.1144 -0.1577 0.9953 0.0655
H -3.5068 0.8628 1.2538 0.0975
H -1.0376 4.0842 0.1155 0.1541
H -2.5205 3.2001 0.6387 0.1302
C -0.5749 -4.9057 -1.2974 -0.0350
C -1.3361 -3.8359 -0.8393 -0.0543
C -0.7101 -2.7020 -0.3571 -0.0069
C 0.6733 -2.6588 -0.3466 -0.1368
C 1.4448 -3.7177 -0.7937 0.0178
C 0.8148 -4.8531 -1.2738 -0.0399
N 1.3546 -1.4588 0.1404 -0.3080
O 0.6894 -0.5098 0.5629 0.0025
O 2.5592 -1.4364 0.1137 0.1163
H -1.0694 -5.7899 -1.6767 0.1159
H -2.4164 -3.8883 -0.8593 0.1110
H -1.2903 -1.8707 0.0030 0.0829
H 2.5219 -3.6615 -0.7716 0.1148
H 1.4033 -5.6873 -1.6258 0.0853
C 8.1646 -6.5487 -1.7244 -0.0592
C 7.5494 -7.1016 -0.6085 -0.0562
C 6.1802 -6.9835 -0.4407 0.0019
C 5.4493 -6.3109 -1.4039 -0.1464
C 6.0431 -5.7484 -2.5198 -0.0013
C 7.4134 -5.8708 -2.6760 -0.0585
N 3.9963 -6.2009 -1.2403 -0.3242
O 3.4930 -6.6815 -0.2487 0.0955
O 3.3606 -5.6282 -2.1127 0.0336
H 9.2339 -6.6480 -1.8538 0.1116
H 8.1367 -7.6280 0.1305 0.1124
H 5.6943 -7.4106 0.4237 0.1215
H 5.4512 -5.2264 -3.2565 0.1188
H 7.8953 -5.4403 -3.5424 0.1112
C 2.3972 0.1337 3.1829 -0.0846
C 3.7177 -0.2931 3.2315 -0.0501
C 4.4202 -0.2327 4.4257 0.0069
C 3.7849 0.2580 5.5519 -0.1389
C 2.4746 0.6973 5.5241 0.0096
C 1.7826 0.6290 4.3271 -0.0769
N 4.5259 0.3083 6.8250 -0.3546
O 5.6790 -0.0631 6.8154 0.0882
O 3.9335 0.7174 7.7998 0.0871
H 1.8340 0.0955 2.2500 0.0607
H 4.1977 -0.6754 2.3411 0.1040
H 5.4471 -0.5626 4.4763 0.1223
H 2.0030 1.0836 6.4155 0.1225
H 0.7571 0.9694 4.2687 0.0697
C -4.8613 2.0848 -5.5272 -0.0759
C -5.6765 1.9568 -4.4098 -0.0915
C -7.0267 2.2567 -4.4977 0.0000
C -7.5371 2.6793 -5.7099 -0.1421
C -6.7419 2.8186 -6.8313 0.0039
C -5.3922 2.5180 -6.7348 -0.0598
N -8.9765 2.9812 -5.8101 -0.3549
O -9.6412 2.8685 -4.8023 0.0826
O -9.4022 3.3212 -6.8912 0.0907
H -3.8079 1.8427 -5.4587 0.0958
H -5.2601 1.6192 -3.4685 0.0106
H -7.6701 2.1607 -3.6357 0.1198
H -7.1648 3.1539 -7.7664 0.1230
H -4.7568 2.6189 -7.6036 0.1104

---

# 2
79
Properties=species:S:1:pos:R:3:lowdin_charge:R:1 method="wB97M-V/def2-TZVPD" charge=0 e_above_lowest_kcal_mol=21.8
C 4.3755 -2.4413 2.6272 -0.1583
C 5.4859 -1.4273 2.3762 -0.1482
N 5.0597 -0.0997 2.7288 -0.0693
C 5.9682 1.0123 2.8861 -0.1156
C 5.0439 2.1902 3.2934 -0.0800
C 3.6716 1.6000 3.3444 -0.1305
C 2.4212 2.0817 3.6651 0.0532
C 1.2652 1.2153 3.6112 -0.1693
C 0.0176 1.7738 3.9847 0.0539
C -1.2789 1.2122 3.8419 -0.1959
C -2.3540 2.0851 3.4545 0.0609
C -3.5828 1.5547 3.1420 -0.1375
C -3.7607 0.1617 3.2655 -0.1238
N -5.0338 -0.1887 2.9842 -0.0805
C -5.5436 -1.5053 3.2431 -0.1505
C -4.4306 -2.5377 3.0906 -0.1574
C -3.1234 -2.1766 3.8183 -0.1300
C -2.7740 -0.7306 3.7116 -0.1382
C -1.5388 -0.1786 4.0287 0.0047
C -5.8758 0.9647 2.7545 -0.1197
C -4.8730 2.1403 2.6742 -0.0857
C 1.4239 -0.1095 3.0836 0.0620
C 2.6805 -0.6063 2.7642 -0.1382
C 3.7756 0.2489 2.9499 -0.1258
C 2.9870 -1.9519 2.1887 -0.1319
H 4.6183 -3.3690 2.1061 0.1141
H 4.3403 -2.6586 3.6998 0.1243
H 6.3781 -1.6750 2.9691 0.1292
H 5.7932 -1.4532 1.3173 0.1287
H 6.7295 0.7964 3.6508 0.1258
H 6.5062 1.2177 1.9471 0.1246
H 5.3540 2.5980 4.2616 0.1209
H 5.1217 2.9885 2.5451 0.1215
H 2.2689 3.1270 3.9399 0.1163
H 0.0334 2.8597 4.0950 0.1119
H -2.1592 3.1558 3.3693 0.1312
H -5.9770 -1.5584 4.2589 0.1344
H -6.3566 -1.6943 2.5322 0.1263
H -4.7941 -3.4984 3.4611 0.1133
H -4.2077 -2.6503 2.0231 0.1186
H -3.2017 -2.4491 4.8819 0.1272
H -2.3068 -2.7798 3.4001 0.1215
H -0.7529 -0.8178 4.4352 0.1262
H -6.4620 0.8513 1.8347 0.1220
H -6.5831 1.1053 3.5866 0.1262
H -5.1942 2.9846 3.2899 0.1218
H -4.7961 2.4846 1.6341 0.1216
H 0.5514 -0.7335 2.9126 0.1096
H 2.9722 -1.8990 1.0883 0.1287
H 2.2075 -2.6536 2.5004 0.1203
C 2.3280 4.4223 6.5796 -0.0785
C 0.8806 4.0141 6.6312 -0.2200
O 0.9302 2.5682 6.8576 -0.0423
C -0.2930 2.0312 6.9735 -0.5096
C -0.2335 0.6178 7.4525 -0.2975
C -1.3979 -0.2637 7.2580 -0.0733
N 0.6481 0.4488 8.4056 0.0512
C 0.7221 -0.3070 9.4537 -0.1477
C 1.8238 -0.1617 10.3941 -0.2205
C 1.8825 -0.8544 11.6317 -0.0613
C 2.9876 -0.6923 12.4638 -0.1163
C 4.0262 0.1786 12.0963 -0.1243
C 3.9537 0.9006 10.8935 -0.1034
C 2.8487 0.7419 10.0569 -0.0495
O -1.3413 2.6328 6.8093 0.0473
H 2.4315 5.4574 6.2393 0.0771
H 2.7644 4.3479 7.5801 0.0824
H 2.9049 3.7782 5.9059 0.0535
H 0.3560 4.4821 7.4813 0.1319
H 0.3404 4.2305 5.6951 0.1042
H -1.9315 0.0483 6.3589 0.0475
H -1.0482 -1.3006 7.1512 0.0790
H -2.0882 -0.2131 8.1122 0.0848
H -0.0728 -1.0432 9.6910 0.1023
H 1.0408 -1.4940 11.9100 0.1004
H 3.0445 -1.2424 13.4055 0.0930
H 4.8882 0.2998 12.7518 0.0859
H 4.7468 1.5882 10.6031 0.0907
H 2.7380 1.3102 9.1330 0.0989

---

# 3
80
Properties=species:S:1:pos:R:3:lowdin_charge:R:1 method="wB97M-V/def2-TZVPD" charge=-1 e_above_lowest_kcal_mol=0.0
Tl -0.0053 -0.2982 0.6894 0.9439
N 1.2204 -2.7068 2.5810 0.0503
N 1.1729 -2.6697 -1.0392 -0.0963
C 1.8829 2.4295 0.3563 -0.3058
C 2.8825 1.4521 0.6255 -0.2963
C 2.7267 1.0232 1.9748 -0.3027
C 3.4502 -0.0796 2.6466 -0.0799
H 4.4208 -0.2486 2.1622 0.0621
H 2.8789 -1.0294 2.6397 0.0470
H 3.6404 0.1862 3.6969 0.0656
C 1.6657 1.7733 2.5541 -0.3369
C 1.1934 1.6502 3.9513 -0.0801
H 1.7238 2.3626 4.6050 0.0698
H 1.3803 0.6430 4.3489 0.0622
H 0.1189 1.8607 4.0414 0.0518
C 1.1446 2.6434 1.5560 -0.3334
C 0.0061 3.5741 1.7295 -0.0860
H -0.8654 3.0768 2.1860 0.0536
H -0.3074 3.9952 0.7665 0.0551
H 0.2868 4.4151 2.3829 0.0694
C 3.9214 0.9868 -0.3181 -0.0786
H 4.8254 1.6156 -0.2442 0.0709
H 3.5766 1.0400 -1.3603 0.0469
H 4.2204 -0.0477 -0.1017 0.0627
C 1.6361 3.0980 -0.9437 -0.0810
H 0.5761 3.3694 -1.0591 0.0563
H 1.9014 2.4465 -1.7894 0.0543
H 2.2279 4.0253 -1.0324 0.0700
C 0.4410 -2.8410 3.6505 -0.1737
H 0.7880 -2.3921 4.5898 0.1011
C -0.7764 -3.5421 3.6245 -0.1344
H -1.3439 -3.6715 4.5454 0.0733
C -1.2631 -4.0360 2.4081 -0.1355
H -2.2101 -4.5910 2.3442 0.0962
C -0.4855 -3.8574 1.2727 -0.0915
H -0.7966 -4.2097 0.2936 0.0924
C 0.8062 -3.2455 1.3918 -0.3983
C 1.6677 -2.9954 0.3093 -0.1399
H 2.7160 -2.7540 0.4418 0.0833
C 0.3590 -1.5900 -1.3259 -0.1850
C 1.5391 -3.3239 -2.2315 -0.0469
H 2.1133 -4.2313 -2.2114 0.1117
C 1.1090 -2.5508 -3.2322 -0.0912
H 1.1494 -2.7419 -4.2903 0.1117
N 0.5505 -1.3789 -2.6725 -0.0231
C 0.3776 -0.1581 -3.3850 -0.1168
C 1.4074 0.2756 -4.2421 -0.1965
C 1.2169 1.4352 -4.9979 -0.0145
H 2.0163 1.7534 -5.6711 0.1144
C 0.0617 2.2042 -4.8870 -0.2694
C -0.1478 3.3967 -5.7851 -0.0591
H -0.6842 4.2042 -5.2762 0.0760
H -0.7299 3.1294 -6.6781 0.0790
H 0.8126 3.7886 -6.1361 0.0726
C -0.8831 1.8243 -3.9323 -0.0057
H -1.7515 2.4595 -3.7431 0.1202
C -0.7750 0.6253 -3.2132 -0.1894
C -1.8829 0.2409 -2.2918 -0.0669
H -2.0797 -0.8360 -2.2330 0.0706
H -2.8037 0.7325 -2.6466 0.0835
H -1.7089 0.6277 -1.2738 0.0412
C 2.7306 -0.4030 -4.3028 -0.0479
H 2.6958 -1.3904 -4.7796 0.0670
H 3.1967 -0.4967 -3.3114 0.0919
H 3.3891 0.2281 -4.9154 0.0782
N -4.4087 -2.0073 0.9780 0.1104
C -3.1378 -1.8382 0.5369 -0.1569
N -2.5125 -0.9032 1.2517 0.0110
C -3.4033 -0.4592 2.2217 -0.2256
C -3.2550 0.4703 3.2634 0.0130
C -4.3531 0.6736 4.1160 -0.0895
C -5.5556 -0.0353 3.9401 -0.1025
C -5.7062 -0.9645 2.8931 -0.0326
C -4.6140 -1.1473 2.0578 -0.2058
H -5.0860 -2.6552 0.5914 0.1556
H -2.7112 -2.3965 -0.2991 0.1289
H -2.2971 0.9848 3.3606 0.1050
H -4.2822 1.3946 4.9342 0.0999
H -6.3837 0.1418 4.6287 0.0939
H -6.6175 -1.5335 2.7127 0.1018

---

# 4
84
Properties=species:S:1:pos:R:3:lowdin_charge:R:1 method="wB97M-V/def2-TZVPD" charge=0 smiles="C#C[PH](C#C)(CC(=O)c1ccccc1)[C@@H](Br)[C@H](C)Br.c1cc[nH]c1.c1cc[nH]c1.c1cc[nH]c1.c1cc[nH]c1.c1cc[nH]c1"
C -2.6433 1.8806 1.4968 0.0819
C -2.3355 1.1071 0.6222 -0.2183
P -1.9463 0.1106 -0.8898 0.7308
C -0.8317 -1.3509 -0.5882 -0.2950
C -0.1820 -2.3226 -0.2832 0.0414
C -3.4059 -1.0734 -0.5489 -0.2425
C -4.7641 -0.4032 -0.2187 -0.3785
O -5.4924 -0.9771 0.5609 0.0642
C -5.2746 0.8975 -0.8306 -0.1795
C -5.6623 1.9056 0.0787 -0.0538
C -6.1146 3.1580 -0.3403 -0.0686
C -6.1805 3.3943 -1.7326 -0.1023
C -5.8316 2.3879 -2.6361 -0.1235
C -5.3752 1.1237 -2.2106 -0.0605
C -0.4576 1.2892 -1.2242 -0.8116
Br 1.1323 0.3721 -1.9786 0.7432
C -0.7470 2.4785 -2.1980 -0.8167
C 0.2493 3.6308 -1.8101 -0.1873
Br -2.5432 3.2422 -2.0489 0.7704
H -3.2309 2.5303 2.1331 0.0547
H -2.4996 0.3787 -2.1820 0.0424
H 0.3878 -2.9837 0.3623 0.0420
H -3.5450 -1.7806 -1.3921 0.1076
H -3.1191 -1.6721 0.3390 0.0907
H -5.5865 1.7007 1.1560 0.1177
H -6.3707 3.8964 0.4267 0.1086
H -6.5068 4.3915 -2.0521 0.1072
H -5.9077 2.6443 -3.7013 0.1091
H -5.0751 0.3481 -2.9224 0.1188
H -0.1150 1.7123 -0.2651 0.0516
H -0.4640 2.1752 -3.2206 0.0717
H 1.2901 3.2730 -1.7619 0.0582
H 0.1019 4.5002 -2.4697 0.0748
H -0.0517 3.9442 -0.7873 0.0536
C -9.7081 -0.8282 0.5324 -0.1124
C -10.8077 -1.5447 1.0781 -0.1218
C -10.2998 -2.6418 1.7215 -0.1523
N -8.9373 -2.6176 1.5819 0.0040
C -8.5678 -1.5134 0.8631 -0.1307
H -9.7496 0.0866 -0.0367 0.0859
H -11.8513 -1.2837 1.0065 0.0858
H -10.7869 -3.4353 2.2637 0.1008
H -8.3055 -3.3043 1.9508 0.1425
H -7.5285 -1.3131 0.6493 0.0737
C 2.9016 -2.5376 -3.1191 -0.1432
C 2.9120 -3.8623 -3.6315 -0.1081
C 4.0242 -3.9843 -4.4212 -0.1391
N 4.6834 -2.7845 -4.4090 0.0045
C 4.0089 -1.8994 -3.6140 -0.1399
H 2.1656 -2.1034 -2.4609 0.0089
H 2.1862 -4.6362 -3.4414 0.0909
H 4.4025 -4.8172 -4.9899 0.1064
H 5.5320 -2.5852 -4.9066 0.1449
H 4.3730 -0.8953 -3.4710 0.1066
C 2.0843 7.4784 0.7878 -0.1128
C 3.4388 7.0542 0.8032 -0.1133
C 3.4370 5.6866 0.8693 -0.1417
N 2.1341 5.2669 0.8989 0.0000
C 1.3040 6.3543 0.8440 -0.1500
H 1.7240 8.4931 0.7395 0.0897
H 4.3144 7.6817 0.7691 0.0898
H 4.2470 4.9769 0.8991 0.1049
H 1.8345 4.3105 0.9516 0.1331
H 0.2332 6.2332 0.8514 0.1033
C 3.6959 -2.7475 3.1236 -0.1106
C 4.7634 -3.4223 2.4753 -0.1202
C 4.5250 -3.3654 1.1273 -0.1328
N 3.3544 -2.6874 0.9348 0.0131
C 2.8444 -2.3025 2.1475 -0.1474
H 3.5683 -2.6043 4.1843 0.0905
H 5.6107 -3.8958 2.9456 0.0754
H 5.0851 -3.7488 0.2905 0.1096
H 2.9336 -2.4999 0.0404 0.1197
H 1.9219 -1.7484 2.2090 0.1019
C 10.6734 -2.9362 3.4749 -0.1163
C 10.2236 -3.8888 2.5232 -0.1157
C 8.8540 -3.8608 2.5344 -0.1475
N 8.4588 -2.9322 3.4590 0.0041
C 9.5620 -2.3609 4.0322 -0.1435
H 11.6957 -2.6996 3.7211 0.0883
H 10.8355 -4.5215 1.9010 0.0883
H 8.1282 -4.4199 1.9673 0.1002
H 7.5060 -2.7044 3.6810 0.1257
H 9.4606 -1.5978 4.7857 0.1040

---

# 5
110
Properties=species:S:1:pos:R:3:lowdin_charge:R:1 method="wB97M-V/def2-TZVPD" charge=+1
C 2.0870 -0.0734 3.0054 -0.1373
C 1.6111 0.9939 2.0083 -0.6989
Br 3.0640 2.3312 1.8951 0.7476
C 1.5006 0.4291 0.5764 -0.1783
N 0.3207 -0.4968 0.4069 -0.0402
N -0.5536 -0.4565 1.3616 0.1844
C -1.6134 -1.2286 1.2135 0.0424
C -1.7573 -2.0389 0.0768 -0.0880
C -3.0087 -2.9134 -0.0616 -0.1130
O -3.7057 -2.6028 -1.2596 -0.0302
C -3.9931 -1.2462 -1.3493 -0.2916
C -4.7289 -0.5821 -0.3744 -0.0249
C -4.9916 0.7652 -0.4665 -0.0596
C -4.5332 1.4898 -1.5585 -0.0722
C -3.8109 0.8354 -2.5448 -0.0718
C -3.5523 -0.5183 -2.4335 -0.0204
C -0.7830 -2.0897 -0.9092 0.0958
C 0.3115 -1.2480 -0.6988 -0.1457
S 1.6047 -1.2415 -1.9879 0.7954
O 2.8329 -1.7275 -1.4473 -0.2210
O 1.1431 -2.1214 -3.0128 -0.2407
C 1.8646 0.4622 -2.7044 -0.6549
F 0.7321 1.1710 -2.6046 0.1544
F 2.8260 1.1038 -2.0546 0.1682
F 2.2196 0.3337 -3.9681 0.1888
H 2.9060 -0.6268 2.5154 0.0872
H 2.4896 0.3336 3.9349 0.0804
H 1.2894 -0.8123 3.1759 0.0734
H 0.7333 1.5565 2.3273 0.0887
H 2.4381 -0.1136 0.4020 0.1160
H 1.3663 1.2794 -0.1001 0.1095
H -2.3990 -1.2256 1.9664 0.1514
H -2.7315 -3.9734 -0.0955 0.1551
H -3.6728 -2.6988 0.7889 0.1232
H -5.0885 -1.1830 0.4592 0.1062
H -5.5609 1.2763 0.3088 0.1102
H -4.7120 2.5595 -1.6439 0.1127
H -3.4642 1.4213 -3.3950 0.1139
H -2.9933 -1.0105 -3.2335 0.1273
H -0.8398 -2.7255 -1.7907 0.1533
C 2.6161 -2.4673 -6.1512 -0.0456
C 2.3266 -1.1763 -6.8884 -0.1990
O 3.0671 -1.1088 -8.1175 0.0347
C 2.5790 -1.8223 -9.1300 -0.3899
O 1.5931 -2.4957 -9.0945 0.1777
C 3.4508 -1.6273 -10.3760 -0.5369
F 4.7548 -1.7549 -10.0889 0.1528
F 3.2768 -0.4071 -10.9043 0.1700
F 3.1635 -2.5112 -11.3267 0.1799
H 3.6898 -2.5813 -5.9907 0.0878
H 2.1110 -2.4794 -5.1874 0.0500
H 2.2836 -3.3322 -6.7242 0.0834
H 2.6515 -0.3282 -6.2897 0.1067
H 1.2599 -1.0498 -7.0790 0.1296
C 7.2334 -3.1098 -9.2658 -0.0729
C 8.5096 -3.6326 -8.6427 -0.1867
O 8.4379 -3.5904 -7.2034 0.0338
C 7.7364 -4.5572 -6.6251 -0.4007
O 7.1700 -5.4454 -7.1900 0.1733
C 7.7844 -4.3982 -5.1000 -0.5414
F 7.5321 -3.1344 -4.7217 0.1541
F 8.9924 -4.7234 -4.6206 0.1690
F 6.8901 -5.1783 -4.4943 0.1673
H 7.0122 -2.1084 -8.8953 0.0793
H 7.3220 -3.0736 -10.3510 0.0883
H 6.3824 -3.7412 -9.0121 0.0742
H 9.3475 -2.9972 -8.9235 0.1266
H 8.7412 -4.6426 -8.9812 0.1286
C 7.6791 1.8157 0.5967 -0.0602
C 8.6169 0.9493 1.4103 -0.1931
O 9.0225 1.6198 2.6172 0.0385
C 8.1282 1.6173 3.5990 -0.3947
O 7.0455 1.1095 3.5487 0.1553
C 8.6958 2.3263 4.8350 -0.5442
F 9.2617 3.4975 4.5182 0.1685
F 9.6334 1.5742 5.4270 0.1709
F 7.7476 2.5715 5.7378 0.1711
H 8.1350 2.7843 0.3876 0.0866
H 7.4319 1.3311 -0.3480 0.0819
H 6.7524 2.0077 1.1380 0.0620
H 9.5263 0.7552 0.8448 0.1276
H 8.1715 -0.0171 1.6473 0.1258
C -8.4827 3.3878 4.8987 -0.0623
C -8.6822 2.8319 3.5052 -0.1805
O -7.6314 1.9031 3.1588 0.0297
C -7.7358 0.6863 3.6786 -0.4003
O -8.6090 0.2988 4.3932 0.1902
C -6.5749 -0.1879 3.1902 -0.5269
F -5.3862 0.4342 3.2998 0.1471
F -6.7221 -0.5149 1.8917 0.1429
F -6.4786 -1.3251 3.8724 0.1760
H -7.4951 3.8385 4.9907 0.0808
H -9.2384 4.1416 5.1199 0.0949
H -8.5507 2.6051 5.6478 0.0632
H -8.6300 3.6362 2.7733 0.1250
H -9.6574 2.3576 3.3945 0.1295
C -9.3936 2.6700 11.7602 -0.0591
C -9.3254 4.0099 11.0588 -0.1905
O -8.1705 4.0928 10.1993 0.0372
C -8.2659 3.4703 9.0335 -0.3972
O -9.2143 2.8566 8.6404 0.1703
C -6.9841 3.6815 8.2195 -0.5332
F -5.8811 3.4611 8.9456 0.1691
F -6.9029 4.9388 7.7569 0.1652
F -6.9317 2.8664 7.1624 0.1409
H -8.4679 2.4774 12.3044 0.0850
H -10.2273 2.6491 12.4612 0.0854
H -9.5232 1.8560 11.0475 0.0765
H -9.2144 4.8062 11.7922 0.1265
H -10.2331 4.2155 10.4913 0.1273

---

Max |F| for the records above, in order: 0.02837; 0.05543; 0.05049; 0.04596; 0.07130 hartree/bohr
Gap between HOMO and LUMO for the records above, in order: 8.421; 3.030; 4.533; 7.814; 6.656 eV
E_tot for the records above, in order: -5726.5709; -1671.7535; -1803.3035; -7195.8050; -7214.8525 Ha